The following is a quantum chemistry calculation of a cluster of 2 separate species, C2H6OS2 in total at a distorted geometry, from the Open Molecules 2025 dataset.

Its total charge is 0. The calculated total energy is -25888.5103 eV. As for the energy relative to the best compared isomer or geometry (same formula, charge and spin): 0.186 eV. The calculation puts the largest force on an atom at 1.15 eV Å⁻¹. The LUMO energy comes out at 0.5 eV. As for the SMILES: CC=O.SS.

Last column: natural (NBO) charge in e.
Cartesian coordinates (Å):
1 H 1.19429 2.19285 -2.21462  0.234
2 H -1.59246 -2.87827 3.41967  0.123
3 H 0.17248 1.25325 -3.45217  0.229
4 S -1.94283 -0.35571 3.93127  -0.136
5 H -0.26485 0.30547 -1.09991  0.106
6 C 0.98303 1.25358 -2.71738  -0.725
7 O 1.37346 -0.77259 -1.52879  -0.515
8 C 0.64999 0.17101 -1.70265  0.439
9 S -0.71014 -1.85113 3.38890  -0.113
10 H -1.71210 -0.27126 5.28291  0.126
11 H 1.84913 0.95278 -3.30723  0.231